No. 1
{"formula": "C2H6N2S", "method": "wB97M-V/def2-TZVPD", "charge": 0, "e_lumo_ev": 0.9038, "smiles": "C/N=C/NS", "relative_energy_kcal_mol": 31.7, "homo_lumo_gap_ev": 10.24, "spin_multiplicity": 1, "elements": ["C", "C", "H", "H", "H", "H", "H", "H", "N", "N", "S"], "coordinates": [[-0.55008, 0.37650, 1.85055], [-0.08000, 0.21569, -0.51037], [0.35248, 0.79469, 2.35752], [-0.97142, -0.42536, 2.48996], [-1.26809, 1.29511, 1.70694], [0.04069, 1.24800, -0.64433], [-0.26936, -1.61612, -1.30065], [2.14525, -0.66794, -2.18393], [-0.26834, -0.30346, 0.62215], [-0.12409, -0.62554, -1.59089], [0.99296, -0.29159, -2.79695]], "forces_ev_per_angstrom": [[-0.58, 1.53, 0.25], [-0.81, -1.36, 2.24], [-0.42, -0.44, -0.39], [-0.06, 1.04, 0.03], [1.01, -1.79, 0.40], [0.19, 1.58, -0.80], [0.23, 1.15, -0.39], [-0.15, 0.11, -0.06], [0.04, -0.72, -0.28], [0.11, -0.82, -0.38], [0.44, -0.29, -0.63]]}

---

No. 2
{"formula": "C2H6N2S", "method": "wB97M-V/def2-TZVPD", "charge": 0, "e_lumo_ev": 0.7806, "smiles": "CNNC=S", "relative_energy_kcal_mol": 31.8, "homo_lumo_gap_ev": 9.27, "spin_multiplicity": 1, "elements": ["C", "C", "H", "H", "H", "H", "H", "H", "N", "N", "S"], "coordinates": [[-1.43484, -0.57042, 0.22041], [1.65684, 0.65959, 0.05982], [-1.99213, -1.50242, -0.06294], [-2.13574, 0.22818, 0.17129], [-1.07870, -0.66482, 1.23127], [0.29333, -1.17496, -0.65767], [-0.08484, 1.63841, -0.32510], [2.02896, 1.60688, 0.42321], [-0.35028, -0.36990, -0.67837], [0.38141, 0.74334, -0.29653], [2.71599, -0.59388, -0.08540]], "forces_ev_per_angstrom": [[-0.86, -1.77, 0.18], [0.51, 0.51, -0.21], [0.58, 0.80, 0.21], [-0.59, 0.79, -0.11], [-0.02, -0.11, 0.78], [-0.13, 0.64, -0.10], [-0.04, -0.22, 0.00], [0.05, 0.35, -0.02], [0.42, -0.48, -1.41], [0.62, -0.30, 0.53], [-0.54, -0.21, 0.15]]}

---

No. 3
{"formula": "C2H6N2S", "method": "wB97M-V/def2-TZVPD", "charge": 0, "e_lumo_ev": 0.7072, "smiles": "CC(=S)NN", "relative_energy_kcal_mol": 32.7, "homo_lumo_gap_ev": 8.94, "spin_multiplicity": 1, "elements": ["C", "C", "H", "H", "H", "H", "H", "H", "N", "N", "S"], "coordinates": [[1.00521, 0.69408, 0.65931], [0.02042, 0.73861, -0.47284], [0.40408, 1.04662, 1.53081], [1.42391, -0.30141, 0.89326], [1.90618, 1.34845, 0.55164], [-1.23264, -0.12469, -1.49242], [-1.48702, -1.47209, 0.60785], [-0.35177, -2.32586, -0.39332], [-0.57644, -0.35853, -0.82233], [-0.62683, -1.39546, 0.05558], [-0.48509, 2.15028, -1.11754]], "forces_ev_per_angstrom": [[0.85, 0.05, 0.94], [1.77, 2.22, 1.48], [0.73, -0.26, -0.35], [-0.61, 0.33, -0.21], [-1.19, -0.11, -0.24], [-2.25, -0.49, -1.72], [0.34, 0.14, -0.58], [-0.80, 1.89, 0.91], [0.73, -1.28, 0.56], [0.33, -3.41, -0.15], [0.11, 0.93, -0.63]]}

---

No. 4
{"formula": "C2H6N2S2", "method": "wB97M-V/def2-TZVPD", "charge": 0, "e_lumo_ev": 0.7408, "smiles": "CSC(=S)NN", "relative_energy_kcal_mol": 13.6, "homo_lumo_gap_ev": 9.29, "spin_multiplicity": 1, "elements": ["C", "C", "H", "H", "H", "H", "H", "H", "N", "N", "S", "S"], "coordinates": [[2.13184, -1.23375, -0.32428], [-0.25234, 0.23561, -0.00699], [2.12267, -0.89960, -1.33645], [1.57894, -2.12475, -0.21595], [3.16438, -1.29964, 0.01006], [-0.66330, 1.53466, 1.52440], [-2.82668, 0.37318, 0.50654], [-2.37776, 1.59229, -0.59209], [-1.03203, 1.07644, 0.67897], [-2.39243, 1.28189, 0.38293], [1.35024, 0.05466, 0.72173], [-0.80352, -0.59100, -1.34888]], "forces_ev_per_angstrom": [[0.08, 1.50, 0.63], [-0.10, -0.79, -0.53], [-0.08, 0.17, -0.73], [-0.38, -1.09, 0.11], [-0.07, -0.15, 0.21], [-0.49, -0.34, -0.75], [-0.31, 0.09, -0.61], [-0.64, -0.52, 0.25], [0.47, 0.55, 1.09], [1.02, 0.51, 0.23], [0.17, -0.17, -0.30], [0.35, 0.24, 0.40]]}

---

No. 5
{"formula": "C2H6N2S2", "method": "wB97M-V/def2-TZVPD", "charge": 0, "e_lumo_ev": 0.6366, "smiles": "C/C(=N/S)NS", "relative_energy_kcal_mol": 23.6, "homo_lumo_gap_ev": 8.94, "spin_multiplicity": 1, "elements": ["C", "C", "H", "H", "H", "H", "H", "H", "N", "N", "S", "S"], "coordinates": [[2.48304, -0.02848, -0.64413], [1.00401, -0.02593, -0.34868], [3.01435, -0.87330, -0.16246], [2.90794, 0.86664, -0.18370], [2.71511, 0.03450, -1.71927], [1.49148, 0.67857, 1.48199], [-1.43845, 0.78176, 1.49705], [-1.69635, -0.15360, -2.46494], [0.76049, 0.15721, 0.99510], [0.20567, -0.13002, -1.33174], [-0.64535, -0.26162, 1.80786], [-1.52212, 0.18671, -1.19132]], "forces_ev_per_angstrom": [[0.62, -0.11, -0.01], [0.30, -0.10, -0.87], [-0.41, 0.26, -0.38], [0.08, 0.13, -0.01], [-0.33, -0.25, 0.52], [-0.57, -0.43, -0.01], [0.05, 0.05, 0.09], [-0.16, 0.10, -0.23], [0.23, 0.63, 0.47], [-0.89, 0.20, 0.20], [-0.01, -0.05, 0.26], [1.11, -0.43, -0.02]]}

---

No. 6
{"formula": "C2H6N2SSi", "method": "wB97M-V/def2-TZVPD", "charge": 0, "e_lumo_ev": 0.8159, "relative_energy_kcal_mol": 31.8, "homo_lumo_gap_ev": 9.87, "spin_multiplicity": 1, "elements": ["C", "C", "N", "N", "Si", "S", "H", "H", "H", "H", "H", "H"], "coordinates": [[0.75266, 0.60305, 0.32882], [-0.13179, -0.27107, 1.23326], [0.56315, 0.75563, -0.90964], [-1.19506, -0.73928, 0.28298], [-0.71092, -0.39408, -1.39211], [2.10306, 1.58421, 0.85256], [0.56798, -1.05054, 1.58173], [-0.52418, 0.24425, 2.09860], [1.98185, 2.01291, -0.47895], [-1.71745, -1.58403, 0.47151], [-1.68054, 0.22334, -2.13116], [-0.00877, -1.38438, -1.93760]], "forces_ev_per_angstrom": [[-0.18, 0.82, 0.33], [0.27, -0.80, -1.77], [-1.74, -1.39, -1.03], [0.56, 0.23, -0.41], [0.65, 2.31, 4.48], [0.27, 0.61, -0.17], [-0.48, -0.15, 0.07], [-0.09, 0.32, 0.10], [0.87, 0.06, 1.39], [0.29, 0.15, 0.56], [-1.86, 0.80, -1.55], [1.46, -2.98, -2.00]]}